1.
# C4H6N2O

An isolated molecule of C4H6N2O (wB97M-V/def2-TZVPD, the Open Molecules 2025 dataset).

Output
relative energy (zero: lowest compared OMol25 entry of this formula, charge and spin): 88.7 kcal/mol
total energy: -340.6536 a.u.
structure (SMILES): CNC(=O)N1C=C1
Kohn-Sham gap: 9.52 eV

```
! RIJCOSX wB97M-V def2-TZVPD def2/J DEFGRID3
* xyz 0 1
C 0.681 -1.536 -0.319
N 1.288 -0.376 0.296
C 0.736 0.870 0.387
O 1.165 1.723 1.142
N -0.307 1.159 -0.542
C -1.612 0.443 -0.385
C -1.556 1.616 0.116
H 1.391 -2.365 -0.267
H 0.455 -1.347 -1.373
H -0.239 -1.853 0.192
H 2.029 -0.522 0.965
H -2.074 -0.451 -0.768
H -1.923 2.503 0.601
*
```

2.
# C6H15N

An isolated molecule of C6H15N (wB97M-V/def2-TZVPD, the Open Molecules 2025 dataset).

Output
relative energy (zero: lowest compared OMol25 entry of this formula, charge and spin): 27.9 kcal/mol
total energy: -292.3246 a.u.
structure (SMILES): CCN[C@H](C)CC
Kohn-Sham gap: 9.23 eV

```
! RIJCOSX wB97M-V def2-TZVPD def2/J DEFGRID3
* xyz 0 1
C 1.371 -2.210 1.477
C 0.796 -2.085 0.083
N 0.641 -0.722 -0.369
C -0.219 0.373 0.054
C -1.656 0.003 -0.434
C 0.277 1.654 -0.615
C -0.704 2.791 -0.417
H 2.459 -2.043 1.506
H 1.135 -1.426 2.200
H 1.251 -3.219 1.872
H 1.534 -2.517 -0.587
H -0.168 -2.608 0.012
H 0.705 -0.662 -1.374
H -0.193 0.467 1.141
H -1.774 0.055 -1.513
H -2.389 0.653 0.048
H -1.733 -0.997 -0.018
H 0.500 1.380 -1.650
H 1.260 1.856 -0.181
H -1.442 2.856 -1.228
H -0.244 3.777 -0.408
H -1.405 2.622 0.402
*
```

Table of LUMO (eV), in record order: 0.853; 1.143